No. 1
Computed, not measured: 8 unconnected molecules or ions with the total composition C8H32N16O8 in a non-equilibrium geometry, with ωB97M-V with the def2-TZVPD basis set.

Computed properties:
SMILES = NC(N)=O.NC(N)=O.NC(N)=O.NC(N)=O.NC(N)=O.NC(N)=O.NC(N)=O.NC(N)=O
LUMO energy = -0.01 eV
calculated total energy = -49045.3316 eV
relative energy (zero: lowest compared OMol25 entry of this formula, charge and spin) = 28.7 kcal/mol
orbital gap = 9.14 eV
total charge = 0

Last column: natural (NBO) charge in e.
Positions of all 64 atoms, in Å:
1 N -10.65 -17.51 -4.55  -0.87
2 C -9.64 -17.31 -5.44  0.76
3 N -8.55 -18.12 -5.31  -0.84
4 O -9.70 -16.42 -6.28  -0.68
5 H -10.64 -18.34 -3.98  0.38
6 H -11.47 -16.95 -4.73  0.43
7 H -7.79 -18.01 -5.96  0.43
8 H -8.56 -18.95 -4.76  0.38
9 N -10.27 -14.78 -14.44  -0.86
10 C -11.47 -14.70 -13.77  0.77
11 N -11.67 -15.68 -12.84  -0.85
12 O -12.17 -13.71 -13.85  -0.66
13 H -9.74 -15.63 -14.44  0.38
14 H -9.89 -13.95 -14.87  0.41
15 H -12.38 -15.60 -12.13  0.43
16 H -11.11 -16.51 -12.85  0.38
17 N -14.20 -19.59 -10.48  -0.83
18 C -12.89 -19.60 -10.82  0.80
19 N -12.62 -19.53 -12.14  -0.83
20 O -12.01 -19.67 -9.96  -0.73
21 H -14.47 -19.59 -9.51  0.41
22 H -14.87 -19.75 -11.21  0.39
23 H -11.69 -19.70 -12.46  0.41
24 H -13.31 -19.25 -12.81  0.40
25 N -15.42 -16.09 -4.12  -0.82
26 C -14.58 -16.73 -4.95  0.80
27 N -15.10 -17.75 -5.68  -0.83
28 O -13.39 -16.42 -5.13  -0.76
29 H -16.31 -16.51 -3.91  0.39
30 H -15.03 -15.47 -3.43  0.44
31 H -16.09 -17.92 -5.70  0.40
32 H -14.47 -18.30 -6.24  0.41
33 N -12.25 -17.42 -8.09  -0.85
34 C -12.91 -16.35 -8.61  0.79
35 N -13.49 -15.53 -7.70  -0.85
36 O -12.94 -16.15 -9.83  -0.75
37 H -12.01 -18.24 -8.60  0.43
38 H -12.15 -17.38 -7.08  0.40
39 H -13.57 -15.76 -6.72  0.41
40 H -13.58 -14.56 -7.97  0.40
41 N -12.83 -14.03 -3.56  -0.84
42 C -13.24 -14.12 -2.27  0.78
43 N -12.85 -13.08 -1.45  -0.86
44 O -13.93 -15.03 -1.84  -0.70
45 H -13.08 -14.76 -4.21  0.43
46 H -12.56 -13.11 -3.88  0.39
47 H -12.53 -12.18 -1.75  0.40
48 H -12.87 -13.33 -0.48  0.41
49 N -15.76 -16.72 -10.90  -0.91
50 C -16.05 -15.60 -11.67  0.77
51 N -14.94 -15.08 -12.24  -0.83
52 O -17.18 -15.14 -11.80  -0.66
53 H -14.85 -16.79 -10.47  0.42
54 H -16.41 -17.47 -10.91  0.38
55 H -14.18 -15.71 -12.36  0.39
56 H -15.08 -14.22 -12.74  0.42
57 N -7.62 -20.51 -9.78  -0.85
58 C -8.17 -20.10 -8.60  0.78
59 N -9.54 -20.14 -8.58  -0.85
60 O -7.54 -19.67 -7.65  -0.68
61 H -8.16 -20.72 -10.60  0.38
62 H -6.67 -20.22 -9.92  0.40
63 H -10.11 -20.31 -9.39  0.41
64 H -10.04 -19.76 -7.80  0.40

No. 2
Computed, not measured: 8 unconnected molecules or ions with the total composition C8H32N16O8 in a non-equilibrium geometry, with ωB97M-V with the def2-TZVPD basis set.

Computed properties:
SMILES = NC(N)=O.NC(N)=O.NC(N)=O.NC(N)=O.NC(N)=O.NC(N)=O.NC(N)=O.NC(N)=O
LUMO energy = -0.09 eV
calculated total energy = -49041.3865 eV
relative energy (zero: lowest compared OMol25 entry of this formula, charge and spin) = 119.7 kcal/mol
orbital gap = 8.83 eV
total charge = 0

Last column: natural (NBO) charge in e.
Positions of all 64 atoms, in Å:
1 N -19.09 0.65 26.50  -0.82
2 C -19.39 -0.36 27.20  0.76
3 N -18.55 -0.54 28.20  -0.83
4 O -20.25 -1.19 27.04  -0.72
5 H -18.33 1.15 26.95  0.39
6 H -19.52 0.88 25.62  0.43
7 H -17.95 0.19 28.55  0.38
8 H -18.93 -1.24 28.82  0.40
9 N -24.74 -3.38 22.74  -0.81
10 C -25.25 -2.29 23.26  0.79
11 N -26.56 -2.15 23.04  -0.81
12 O -24.60 -1.55 23.98  -0.75
13 H -25.17 -3.72 21.89  0.39
14 H -23.77 -3.58 22.95  0.42
15 H -27.05 -1.30 23.27  0.43
16 H -26.92 -2.90 22.46  0.39
17 N -15.56 3.57 26.03  -0.84
18 C -16.88 3.39 26.17  0.75
19 N -17.40 2.55 25.29  -0.84
20 O -17.53 4.01 26.96  -0.66
21 H -15.06 2.98 25.37  0.37
22 H -15.03 4.06 26.73  0.41
23 H -18.41 2.45 25.29  0.43
24 H -16.76 2.41 24.52  0.38
25 N -21.44 4.74 23.06  -0.87
26 C -20.79 5.69 23.78  0.75
27 N -19.59 5.31 23.85  -0.82
28 O -21.27 6.58 24.47  -0.68
29 H -21.05 3.87 22.70  0.43
30 H -22.38 5.00 22.81  0.35
31 H -19.06 4.95 23.07  0.40
32 H -19.08 5.78 24.59  0.40
33 N -26.48 3.65 23.00  -0.83
34 C -26.16 3.28 21.80  0.73
35 N -24.98 3.49 21.56  -0.79
36 O -26.95 2.78 21.03  -0.69
37 H -25.95 4.10 23.73  0.40
38 H -27.45 3.51 23.22  0.40
39 H -24.65 3.16 20.67  0.40
40 H -24.33 4.12 22.01  0.39
41 N -22.12 -0.54 24.86  -0.84
42 C -22.01 0.66 24.47  0.76
43 N -23.08 1.04 23.83  -0.84
44 O -21.09 1.42 24.57  -0.74
45 H -21.44 -0.96 25.47  0.44
46 H -22.90 -1.04 24.45  0.41
47 H -23.96 0.55 23.79  0.41
48 H -22.98 2.03 23.65  0.40
49 N -26.32 -0.88 26.32  -0.84
50 C -25.98 -1.63 27.32  0.74
51 N -24.92 -2.37 27.20  -0.81
52 O -26.63 -1.58 28.36  -0.70
53 H -27.02 -0.15 26.33  0.41
54 H -25.67 -0.79 25.55  0.39
55 H -24.85 -3.14 27.85  0.41
56 H -24.66 -2.44 26.23  0.38
57 N -19.46 1.79 20.10  -0.84
58 C -19.79 1.90 21.40  0.79
59 N -19.87 0.68 21.98  -0.86
60 O -19.99 2.98 21.88  -0.69
61 H -19.19 2.58 19.52  0.42
62 H -19.44 0.83 19.81  0.38
63 H -19.48 -0.15 21.56  0.39
64 H -20.08 0.71 22.97  0.43

No. 3
Computed, not measured: a molecular structure, C8H32N18NiO14 in a non-equilibrium geometry, with ωB97M-V with the def2-TZVPD basis set.

Computed properties:
LUMO energy (alpha / beta) = 1.70 / 1.47 eV
calculated total energy = -105344.1058 eV
orbital gap (alpha / beta) = 6.20 / 8.07 eV
total charge = -1
spin multiplicity = 4
⟨S²⟩ = 3.75

Last column: Mulliken spin population.
Positions of all 73 atoms, in Å:
1 Ni 0.25 2.81 2.55  3.26
2 N -2.62 2.73 4.17  0.00
3 O -1.59 2.64 3.39  -0.12
4 O -3.26 1.75 4.42  0.01
5 O -2.96 3.83 4.57  0.00
6 N 0.43 -0.08 0.90  0.08
7 O -0.26 -0.98 0.48  0.01
8 O -0.03 0.90 1.51  -0.10
9 O 1.60 -0.08 0.54  -0.06
10 C 4.40 0.87 -1.37  0.00
11 O 3.84 1.81 -1.88  0.00
12 N 5.31 0.21 -1.94  0.00
13 N 4.18 0.40 -0.13  0.00
14 H 5.66 0.65 -2.78  0.00
15 H 5.90 -0.49 -1.51  0.00
16 H 4.74 -0.38 0.17  0.00
17 H 3.24 0.67 0.10  0.01
18 C -4.06 1.11 0.65  0.00
19 O -5.26 0.85 0.52  0.00
20 N -3.06 0.46 0.06  0.00
21 N -3.69 2.11 1.38  0.00
22 H -3.32 -0.41 -0.37  0.00
23 H -2.19 0.89 -0.22  0.00
24 H -2.70 2.28 1.49  0.00
25 H -4.41 2.33 2.06  0.00
26 C -1.80 -3.07 -2.46  0.00
27 O -2.44 -3.87 -3.12  0.00
28 N -0.75 -3.30 -1.68  0.00
29 N -2.24 -1.90 -2.24  0.00
30 H -0.45 -4.22 -1.43  0.00
31 H -0.48 -2.57 -1.03  0.00
32 H -1.69 -1.23 -1.72  0.00
33 H -3.13 -1.61 -2.61  0.00
34 C 3.01 -3.02 -2.58  0.00
35 O 4.15 -3.30 -2.47  0.00
36 N 2.39 -1.99 -1.92  0.00
37 N 2.18 -3.54 -3.44  0.00
38 H 1.41 -1.92 -2.16  0.00
39 H 2.76 -1.28 -1.31  0.00
40 H 1.38 -2.95 -3.61  0.00
41 H 2.37 -4.38 -3.97  0.00
42 C -1.19 4.62 0.23  0.01
43 O -0.88 3.70 1.03  -0.10
44 N -1.88 5.61 0.52  0.00
45 N -0.75 4.67 -0.99  0.00
46 H -2.14 6.30 -0.17  0.00
47 H -2.33 5.57 1.42  0.00
48 H -0.48 3.88 -1.57  0.00
49 H -0.88 5.57 -1.42  0.00
50 C -2.42 -2.30 2.88  0.00
51 O -2.67 -2.98 3.86  0.00
52 N -2.44 -0.99 2.79  0.00
53 N -1.87 -2.83 1.78  0.00
54 H -2.84 -0.37 3.48  0.00
55 H -2.23 -0.52 1.93  0.00
56 H -2.20 -3.77 1.63  0.00
57 H -1.25 -2.29 1.20  0.00
58 C 0.00 2.01 -1.90  0.01
59 O -0.90 1.34 -1.46  0.00
60 N 1.13 2.32 -1.32  0.00
61 N -0.03 2.36 -3.17  0.00
62 H 1.94 2.56 -1.86  0.00
63 H 1.20 1.91 -0.40  -0.01
64 H 0.76 2.88 -3.53  0.00
65 H -0.69 1.88 -3.75  0.00
66 C 2.52 -3.23 2.63  0.00
67 O 3.05 -3.91 3.50  0.00
68 N 1.28 -3.27 2.40  0.00
69 N 3.11 -2.49 1.73  0.00
70 H 0.80 -2.71 1.72  0.00
71 H 0.76 -4.02 2.85  0.00
72 H 2.68 -1.92 1.02  0.00
73 H 4.09 -2.31 1.89  0.00

No. 4
Computed, not measured: 7 unconnected molecules or ions with the total composition C8H32N2O7 in a non-equilibrium geometry, with ωB97M-V with the def2-TZVPD basis set.

Computed properties:
SMILES = COC[C@H](C)N.COC[C@H](C)N.O.O.O.O.O
LUMO energy = -0.13 eV
calculated total energy = -26126.2917 eV
relative energy (zero: lowest compared OMol25 entry of this formula, charge and spin) = 28.7 kcal/mol
orbital gap = 9.23 eV
total charge = 0

Last column: natural (NBO) charge in e.
Positions of all 49 atoms, in Å:
1 C 1.93 -5.97 -1.89  -0.25
2 O 1.99 -4.57 -1.56  -0.56
3 C 1.77 -4.33 -0.17  -0.08
4 C 1.65 -2.84 0.15  -0.07
5 C 1.20 -2.49 1.62  -0.62
6 N 0.82 -2.16 -0.77  -0.84
7 H 2.57 -6.41 -1.11  0.17
8 H 2.40 -6.25 -2.83  0.20
9 H 0.92 -6.37 -1.82  0.17
10 H 0.88 -4.88 0.14  0.16
11 H 2.61 -4.67 0.43  0.17
12 H 2.58 -2.29 -0.03  0.20
13 H 1.02 -1.43 1.81  0.23
14 H 1.78 -2.88 2.46  0.22
15 H 0.26 -3.02 1.78  0.20
16 H -0.03 -2.70 -0.88  0.34
17 H 1.19 -2.28 -1.71  0.38
18 C -1.97 5.17 0.87  -0.25
19 O -2.53 3.95 1.45  -0.56
20 C -1.85 2.81 0.96  -0.07
21 C -2.36 1.65 1.89  -0.06
22 C -1.70 0.29 1.52  -0.62
23 N -3.78 1.45 1.57  -0.82
24 H -2.58 5.32 -0.02  0.17
25 H -0.90 5.11 0.68  0.19
26 H -2.22 5.98 1.56  0.19
27 H -2.19 2.56 -0.05  0.14
28 H -0.78 2.97 0.87  0.18
29 H -2.22 1.96 2.92  0.20
30 H -0.66 0.38 1.83  0.21
31 H -1.70 0.01 0.47  0.18
32 H -2.18 -0.58 1.98  0.22
33 H -3.90 1.11 0.63  0.33
34 H -4.20 2.36 1.48  0.36
35 O 1.05 0.81 -0.80  -1.01
36 H 1.11 -0.12 -0.58  0.50
37 H 0.18 0.91 -1.19  0.49
38 O -0.60 3.48 -2.34  -0.95
39 H -1.23 4.14 -2.64  0.46
40 H -1.00 2.64 -2.55  0.48
41 O 2.68 1.98 1.42  -0.96
42 H 1.91 1.82 0.87  0.49
43 H 2.33 2.45 2.18  0.46
44 O -1.31 0.88 -2.08  -0.95
45 H -2.11 0.52 -1.69  0.49
46 H -1.10 0.26 -2.79  0.49
47 O 3.61 1.08 -1.70  -0.98
48 H 2.67 1.04 -1.55  0.49
49 H 4.00 1.17 -0.83  0.47